Formula: C49H48IrN4P2S2Se
Source: OMol25
Level of theory: wB97M-V/def2-TZVPD

ORCA input file:
```
! wB97M-V def2-TZVPD RIJCOSX def2/J DEFGRID3
* xyz 1 1
Ir -1.06 0.69 0.03
C 0.99 4.09 0.24
C 1.80 2.78 0.39
P 0.75 1.41 0.97
C 1.27 0.95 2.58
C 0.69 -0.21 3.14
C 1.06 -0.62 4.41
C 2.00 0.11 5.13
C 2.58 1.26 4.58
C 2.23 1.67 3.32
C -0.25 0.88 -1.90
C -1.09 1.13 -2.99
C -0.61 1.32 -4.28
C 0.75 1.23 -4.54
C 1.61 0.95 -3.50
C 1.12 0.77 -2.21
P -0.17 4.35 1.65
C -0.48 6.14 1.51
C 0.00 6.97 2.52
C -0.17 8.35 2.44
C -0.82 8.90 1.34
C -1.30 8.08 0.33
C -1.13 6.71 0.41
C -1.75 3.70 0.98
C -2.83 3.82 1.83
C -4.11 3.48 1.39
C -4.32 3.02 0.10
C -3.24 2.87 -0.74
C -1.94 3.15 -0.31
H 0.49 4.13 -0.73
H 1.70 4.92 0.25
H 2.63 2.91 1.07
H 2.20 2.48 -0.58
H -0.02 -0.78 2.58
H 0.62 -1.51 4.84
H 2.28 -0.21 6.12
H 3.30 1.82 5.16
H 2.68 2.57 2.93
H -2.17 1.17 -2.83
H -1.31 1.52 -5.08
H 1.12 1.39 -5.55
H 2.68 0.86 -3.68
H 1.84 0.51 -1.44
H 0.49 6.54 3.38
H 0.20 8.98 3.23
H -0.95 9.97 1.28
H -1.81 8.51 -0.52
H -1.52 6.07 -0.38
H -2.69 4.20 2.83
H -4.95 3.59 2.07
H -5.32 2.78 -0.24
H -3.40 2.53 -1.76
H -1.15 3.20 -1.05
S -3.14 -0.24 -0.82
C -3.43 -1.35 0.51
C -3.98 -2.60 0.29
C -4.09 -3.53 1.32
C -4.58 -4.85 1.03
N -4.94 -5.91 0.78
C -3.66 -3.19 2.60
C -3.15 -1.92 2.84
C -3.03 -0.99 1.82
S -2.36 0.60 2.10
C -3.67 -4.15 3.67
N -3.63 -4.90 4.54
H -4.30 -2.88 -0.71
H -2.84 -1.65 3.85
C -2.11 -4.43 -1.92
C -0.76 -4.63 -2.61
C -0.47 -3.57 -3.67
C -0.20 -2.18 -3.10
N 1.01 -2.16 -2.27
C 1.05 -1.95 -0.95
Se -0.49 -1.70 0.14
N 2.32 -2.01 -0.53
C 2.81 -1.90 0.85
C 3.37 -3.21 1.42
C 2.33 -4.21 1.91
C 1.52 -4.90 0.82
C 3.14 -2.23 -1.63
C 4.53 -2.32 -1.75
C 5.02 -2.49 -3.02
C 4.18 -2.57 -4.14
C 2.81 -2.48 -4.02
C 2.30 -2.32 -2.74
H -2.31 -5.22 -1.20
H -2.93 -4.44 -2.65
H -2.15 -3.47 -1.39
H -0.73 -5.61 -3.08
H 0.04 -4.63 -1.87
H -1.34 -3.47 -4.34
H 0.36 -3.88 -4.30
H -1.02 -1.84 -2.48
H -0.05 -1.44 -3.89
H 1.97 -1.57 1.45
H 3.57 -1.12 0.85
H 4.01 -2.92 2.25
H 4.03 -3.68 0.68
H 1.66 -3.71 2.62
H 2.86 -4.97 2.48
H 0.79 -4.23 0.35
H 0.95 -5.74 1.23
H 2.17 -5.30 0.03
H 5.18 -2.25 -0.89
H 6.09 -2.57 -3.17
H 4.62 -2.70 -5.12
H 2.16 -2.52 -4.89
*
```

E_LUMO (spin up / spin down) (eV): -5.07 / -5.07
Calculated total energy (hartree): -6099.714312
Gap between HOMO and LUMO (spin up / spin down) (eV): 4.847 / 4.849
HOMO level (spin up / spin down) (eV): -9.917 / -9.917